Entry 1:
Entry from the Open Molecules 2025 dataset: a molecular structure, C46H72BN7PS7SeW at a distorted geometry (ωB97M-V/def2-TZVPD).

Element x y z (Å)
W  -0.06200  0.31880  -0.26470
C  -4.28250  -3.07900  1.06480
C  -3.63740  -2.82170  -0.25020
C  -4.19340  -3.18840  -1.45260
C  -3.53650  -2.83690  -2.64600
N  -2.29070  -2.42270  -2.61250
N  -1.72970  -2.10060  -1.47700
B  -0.23500  -1.69910  -1.31510
N  0.30450  -2.88940  -0.40290
N  -0.07600  -4.09300  -0.79590
C  0.30020  -5.16780  -0.15530
C  1.17580  -5.07070  0.95040
C  1.56710  -3.83380  1.39160
C  2.43420  -3.63770  2.58120
C  1.06860  -2.70150  0.68500
S  1.39240  -1.12740  1.24800
C  -0.22090  -6.48610  -0.68890
C  0.61680  -6.82450  -1.92890
C  -0.10490  -7.62370  0.32790
C  -1.69010  -6.31830  -1.09410
N  0.55240  -1.85530  -2.65700
N  0.21110  -2.73990  -3.58320
C  0.88310  -2.81100  -4.71110
C  1.95780  -1.94070  -4.99440
C  2.39570  -1.08540  -4.00530
C  3.53420  -0.14690  -4.17060
C  1.65600  -1.09680  -2.82240
S  2.07280  0.05060  -1.55640
C  0.48340  -3.84170  -5.74460
C  -0.56860  -3.21130  -6.66830
C  1.68660  -4.27200  -6.59640
C  -0.07490  -5.08910  -5.05820
C  -2.41860  -2.11030  -0.32030
S  -1.84080  -1.14680  0.98720
C  -4.18560  -2.93820  -4.00810
C  -5.71120  -2.82850  -3.92500
C  -3.65930  -1.77930  -4.86270
C  -3.80700  -4.29690  -4.61200
H  -5.11600  -3.76740  0.95350
H  -3.55870  -3.48550  1.76850
H  -4.65270  -2.14490  1.48440
H  -5.14030  -3.69970  -1.47510
H  1.52070  -5.95350  1.46140
H  2.78930  -4.59450  2.95270
H  3.28010  -2.99650  2.33640
H  1.86940  -3.13350  3.36550
H  1.65770  -6.99330  -1.66220
H  0.23150  -7.72390  -2.40030
H  0.56330  -6.00370  -2.63450
H  0.93320  -7.88650  0.51800
H  -0.58930  -7.36720  1.26790
H  -0.59630  -8.50540  -0.07700
H  -1.80040  -5.49840  -1.79610
H  -2.04880  -7.23070  -1.56070
H  -2.30570  -6.11560  -0.22100
H  2.44400  -1.94520  -5.95370
H  4.00130  -0.28310  -5.14110
H  3.18700  0.88540  -4.09290
H  4.27460  -0.29430  -3.38470
H  -0.20430  -2.27850  -7.09410
H  -0.77800  -3.89910  -7.48370
H  -1.49010  -3.01170  -6.13320
H  1.95860  -3.52290  -7.33390
H  2.55300  -4.49020  -5.97460
H  1.41800  -5.17780  -7.13420
H  -0.70920  -4.81470  -4.22160
H  -0.64350  -5.68380  -5.76740
H  0.75260  -5.69400  -4.69540
H  -6.00050  -1.93810  -3.37270
H  -6.11550  -2.75290  -4.93200
H  -6.15900  -3.70190  -3.45730
H  -4.02620  -0.83910  -4.45690
H  -2.57470  -1.74840  -4.83870
H  -3.99750  -1.86920  -5.89130
H  -4.21680  -5.10370  -4.00750
H  -4.20540  -4.38650  -5.61980
H  -2.72930  -4.41010  -4.64720
S  2.02120  1.73200  0.67430
S  2.72270  3.41140  -0.26730
S  3.82770  2.97570  -1.80190
S  0.81740  1.48380  -2.25610
C  -5.47810  2.22760  2.84730
C  -4.80070  0.92700  3.26320
C  -3.26910  1.07390  3.24340
C  -2.83300  2.09050  2.17880
C  -3.78310  2.00780  0.99020
C  -5.17240  2.52250  1.37750
P  -1.04610  1.95760  1.63780
C  -0.60760  3.72880  1.13820
C  -0.78230  3.95130  -0.36910
C  -0.57360  5.42390  -0.70620
C  -1.73410  6.25750  -0.15550
C  -2.33380  5.60080  1.09220
C  -1.26130  4.89210  1.91150
C  -0.05900  1.79060  3.21700
C  -0.28150  2.83010  4.32720
C  0.43250  2.37500  5.61270
C  1.66200  1.52760  5.29680
C  1.25660  0.22580  4.58480
C  -0.07590  0.39630  3.84820
H  -5.11290  3.03600  3.48240
H  -6.55570  2.16000  2.99310
H  -5.11170  0.13470  2.58070
H  -5.12130  0.63900  4.26510
H  -2.82210  0.09740  3.05030
H  -2.93330  1.41220  4.22450
H  -2.90940  3.09650  2.60350
H  -3.84750  0.96310  0.68160
H  -3.41600  2.58550  0.13890
H  -5.90620  2.03700  0.73540
H  -5.24220  3.59670  1.20060
H  0.47070  3.76910  1.34740
H  -1.77670  3.65260  -0.71200
H  -0.04890  3.35330  -0.91680
H  -0.50300  5.54950  -1.78730
H  0.37350  5.75550  -0.27560
H  -2.51530  6.35180  -0.91190
H  -1.37990  7.26460  0.07210
H  -3.09960  4.88550  0.79160
H  -2.81140  6.35880  1.71380
H  -1.68040  4.56750  2.86230
H  -0.47960  5.61840  2.14650
H  0.96330  1.93780  2.84640
H  -1.34210  2.97090  4.54430
H  0.13000  3.78940  4.01330
H  -0.24350  1.79030  6.23770
H  0.72420  3.25380  6.18860
H  2.19100  1.29600  6.22210
H  2.34630  2.10560  4.67160
H  1.17170  -0.58550  5.30650
H  2.02850  -0.05000  3.86490
H  -0.90210  0.30560  4.55150
H  -0.19530  -0.39100  3.09680
Se  -2.04030  0.99430  -1.82740
C  -3.65310  0.22010  -1.57210
N  -4.67460  -0.30720  -1.48870

total charge	+1
frontier orbital gap (spin up / spin down)	3.79 / 3.79	eV
E_HOMO (spin up / spin down)	-8.6 / -8.6	eV

Results of the Mulliken charge analysis, in e, for atoms 1 through 4: atom 1 (W): -2.2102, atom 2 (C): -1.3809, atom 3 (C): 0.4880, atom 4 (C): -1.1921

Entry 2:
Entry from the Open Molecules 2025 dataset: a molecular structure, C46H74F3O25Pb at a distorted geometry (ωB97M-V/def2-TZVPD).

Element x y z (Å)
Pb  -12.43320  -26.39308  -10.84446
C  -12.74916  -22.96895  -12.38660
O  -14.11833  -22.54309  -12.34650
O  -12.78269  -24.29980  -12.19181
C  -11.95230  -22.47990  -13.60278
F  -12.12807  -23.24571  -14.72481
F  -12.13169  -21.20478  -13.92577
F  -10.64660  -22.64554  -13.32006
C  -14.42817  -21.17190  -12.30040
C  -15.93858  -21.09061  -11.95358
H  -16.53180  -21.77300  -12.56764
H  -16.34847  -21.33953  -10.97433
H  -16.20868  -20.08360  -12.27166
H  -14.33564  -20.77123  -13.31294
H  -13.80171  -20.67288  -11.55472
H  -12.28427  -22.50221  -11.50317
C  -10.36388  -22.81610  -17.43878
O  -10.69560  -21.44871  -17.21164
C  -10.59575  -20.58903  -18.18342
O  -10.15980  -20.70679  -19.30841
O  -11.00309  -19.40204  -17.69115
C  -10.53132  -18.18298  -18.19986
H  -10.45089  -23.35583  -16.49958
H  -9.37281  -23.09978  -17.79840
H  -11.04113  -23.20901  -18.19716
H  -9.50336  -18.31979  -18.53685
H  -10.61128  -17.42976  -17.41694
H  -11.13382  -17.80672  -19.02923
C  -11.25585  -20.25439  -10.59282
O  -10.99747  -19.62528  -9.36478
C  -10.84822  -20.42837  -8.29002
O  -10.78734  -21.62925  -8.29983
O  -10.78838  -19.57207  -7.25944
C  -10.39750  -20.13811  -6.01368
H  -12.21342  -20.78694  -10.57845
H  -10.56082  -20.99201  -10.98840
H  -11.39187  -19.42781  -11.28858
H  -10.85069  -19.54567  -5.22258
H  -9.31301  -20.13224  -5.90034
H  -10.72465  -21.17256  -5.91092
C  -19.81712  -19.11501  -13.55397
C  -21.17038  -19.76914  -13.56036
C  -20.98799  -21.08262  -14.32539
O  -19.57935  -21.39868  -14.09384
C  -18.92481  -20.31330  -13.41594
H  -19.61716  -18.40347  -12.75283
H  -19.73754  -18.58106  -14.50232
H  -21.93538  -19.21135  -14.10321
H  -21.54739  -20.07064  -12.58185
H  -21.14266  -20.99841  -15.40192
H  -21.68787  -21.82209  -13.93683
H  -17.95687  -20.09594  -13.87168
H  -18.74860  -20.56747  -12.36698
O  -10.15690  -25.09845  -10.73428
C  -9.49705  -24.11219  -10.49474
O  -8.48237  -23.74367  -11.30131
C  -7.94419  -22.50951  -10.78845
C  -8.23359  -22.56725  -9.30113
C  -9.66806  -23.13773  -9.33176
H  -8.34131  -21.60609  -11.24964
H  -6.86293  -22.55340  -10.91462
H  -8.29812  -21.53552  -8.95207
H  -7.53421  -23.14345  -8.70112
H  -10.45876  -22.42878  -9.58765
H  -10.05761  -23.61123  -8.43290
O  -14.47761  -18.65107  -9.22894
C  -15.00750  -18.16004  -10.18987
O  -16.33807  -18.29228  -10.41191
C  -16.77764  -17.35942  -11.38139
C  -15.51805  -16.71820  -11.99841
C  -14.32958  -17.37594  -11.30722
H  -17.30674  -16.54297  -10.88912
H  -17.42702  -17.83343  -12.11651
H  -15.65874  -15.68367  -11.68935
H  -15.47493  -16.85404  -13.07646
H  -13.51100  -16.77781  -10.91431
H  -13.86509  -18.12090  -11.95828
O  -8.66457  -20.47287  -12.24303
C  -8.26515  -20.18332  -13.32856
O  -6.95914  -20.30839  -13.71294
C  -6.71144  -19.60640  -14.93512
C  -8.05417  -19.64964  -15.59636
C  -9.09605  -19.56996  -14.50141
H  -5.86574  -20.01758  -15.48461
H  -6.37592  -18.58921  -14.71129
H  -8.08714  -20.44774  -16.33831
H  -7.98233  -18.75839  -16.23040
H  -9.95979  -20.19412  -14.71913
H  -9.38247  -18.55964  -14.21471
O  -16.76258  -23.66714  -18.54862
C  -16.50627  -23.56559  -17.37228
O  -15.25422  -23.30481  -16.98338
C  -15.17240  -22.99974  -15.60534
C  -16.60897  -23.07803  -15.08606
C  -17.45335  -23.73390  -16.23491
H  -14.75028  -22.01133  -15.41291
H  -14.49873  -23.71580  -15.13374
H  -17.00551  -22.08291  -14.87945
H  -16.72723  -23.66211  -14.17494
H  -18.49352  -23.44499  -16.34149
H  -17.48909  -24.80127  -15.99998
O  -11.56639  -27.12440  -13.14843
C  -10.92851  -26.81338  -14.13360
O  -11.26094  -27.20268  -15.36898
C  -10.37478  -26.68608  -16.35723
C  -9.10745  -26.35638  -15.52906
C  -9.68412  -26.02774  -14.19406
H  -10.76239  -25.78788  -16.83706
H  -10.14928  -27.46494  -17.08118
H  -8.59174  -25.50421  -15.96991
H  -8.45833  -27.23051  -15.49047
H  -10.01524  -24.98304  -14.16943
H  -9.07314  -26.20363  -13.31099
O  -16.83392  -19.14888  -14.40664
C  -15.85879  -19.27950  -15.08574
O  -14.60280  -19.16713  -14.59261
C  -13.59894  -19.29036  -15.58564
C  -14.29140  -19.87899  -16.83590
C  -15.73247  -19.56009  -16.59366
H  -12.75703  -19.89848  -15.26405
H  -13.20365  -18.33682  -15.94023
H  -14.19772  -20.95332  -17.00077
H  -13.89266  -19.44570  -17.75231
H  -16.38554  -20.38686  -16.87569
H  -16.15050  -18.69389  -17.11024
O  -12.52361  -24.27479  -9.27638
C  -13.13430  -23.58300  -8.48600
O  -13.25344  -23.89598  -7.19894
C  -14.29965  -23.13590  -6.57626
C  -15.03557  -22.49913  -7.75842
C  -13.96769  -22.37454  -8.84259
H  -13.85623  -22.45987  -5.84343
H  -14.96628  -23.74499  -5.96628
H  -15.47481  -21.53498  -7.50499
H  -15.84070  -23.16873  -8.06097
H  -13.33878  -21.48714  -8.74048
H  -14.25478  -22.49627  -9.88436
O  -14.75867  -26.15761  -9.78166
C  -15.84486  -25.66016  -10.00527
O  -16.87888  -26.01560  -9.22288
C  -18.01937  -25.15328  -9.43654
C  -17.51755  -24.03048  -10.32677
C  -16.23257  -24.54457  -10.94710
H  -18.39800  -24.78176  -8.48667
H  -18.76251  -25.77719  -9.93105
H  -17.44234  -23.03552  -9.89097
H  -18.23833  -23.88714  -11.13499
H  -15.45913  -23.78821  -11.04128
H  -16.43983  -25.03697  -11.89929

total charge	+1
frontier orbital gap	8.30	eV
E_HOMO	-10.8	eV

Results of the Mulliken charge analysis, in e, for atoms 1 through 4: atom 1 (Pb): 1.7722, atom 2 (C): 0.6077, atom 3 (O): 0.9894, atom 4 (O): -0.4862

Entry 3:
Entry from the Open Molecules 2025 dataset: a molecular structure, C46H76AsBaN8O4S3Si3 at a distorted geometry (ωB97M-V/def2-TZVPD).

Element x y z (Å)
Ba  -0.29660  0.99813  -0.61666
S  -1.80628  3.02193  0.76073
C  -3.17632  2.38064  -0.14935
C  -4.46217  2.89673  0.06039
C  -5.52701  2.35928  -0.61940
C  -5.30731  1.30844  -1.50732
C  -4.01967  0.84917  -1.65971
N  -2.97023  1.36054  -1.00282
H  -4.58716  3.70682  0.76419
H  -6.52445  2.74676  -0.46146
H  -6.11637  0.85257  -2.05893
H  -3.80032  0.02399  -2.32488
C  1.55441  -1.30775  -4.64277
C  2.76442  -1.07594  -3.78618
C  3.78597  -2.01735  -3.71754
C  4.94568  -1.76601  -3.00356
C  5.10330  -0.55219  -2.35439
C  4.09774  0.40775  -2.38010
C  4.26207  1.72767  -1.68462
C  2.92800  0.11885  -3.08559
N  1.86892  1.08012  -3.05715
C  1.77044  1.91012  -4.01330
C  2.67759  1.97590  -5.20733
C  0.65395  2.93026  -3.93874
C  0.80114  4.18404  -4.74636
N  -0.32238  2.64654  -3.18668
C  -1.39294  3.58200  -3.03121
C  -2.61006  3.25529  -3.63335
C  -2.72586  2.02425  -4.48373
C  -3.68964  4.09869  -3.42990
C  -3.56213  5.23818  -2.64633
C  -2.34533  5.54317  -2.06826
C  -1.23261  4.72452  -2.25180
C  0.06609  5.10270  -1.59296
H  1.52539  -2.33875  -4.99378
H  1.56928  -0.66205  -5.52530
H  0.62368  -1.10569  -4.11359
H  3.67236  -2.95166  -4.25317
H  5.73428  -2.50427  -2.97025
H  6.02265  -0.33633  -1.82466
H  5.28612  1.85282  -1.33547
H  3.60130  1.80188  -0.81607
H  4.02466  2.56864  -2.33710
H  3.40403  1.16770  -5.19922
H  3.21160  2.92688  -5.22554
H  2.09409  1.92406  -6.12728
H  1.66358  4.75129  -4.38918
H  -0.08498  4.80976  -4.66901
H  0.98485  3.95128  -5.79409
H  -2.39513  1.13216  -3.94667
H  -2.10799  2.09925  -5.38205
H  -3.75772  1.87395  -4.79811
H  -4.64072  3.85686  -3.88790
H  -4.41419  5.88459  -2.48830
H  -2.24440  6.42754  -1.45110
H  -0.06695  5.13835  -0.51103
H  0.39089  6.09124  -1.92227
H  0.87509  4.40438  -1.80918
C  -2.85883  -2.32285  -5.59904
N  -2.42082  -3.32819  -4.66073
C  -2.76403  -4.73192  -4.84853
C  -2.11281  -5.40103  -3.62953
N  -1.93407  -4.26035  -2.74100
C  -2.00977  -3.08661  -3.40761
S  -1.66032  -1.58317  -2.74596
H  -2.50530  -2.57708  -6.59776
H  -2.44645  -1.36263  -5.29976
H  -3.95007  -2.25652  -5.61470
H  -2.36291  -5.09983  -5.79284
H  -3.85107  -4.85784  -4.86027
H  -1.15462  -5.86070  -3.88300
H  -2.75637  -6.15320  -3.17720
H  -1.39204  -4.29877  -1.89535
C  5.05460  0.44924  4.11201
Si  4.19873  0.00610  2.51829
C  3.76589  -1.81227  2.52665
C  5.36194  0.35798  1.10796
As  2.17512  1.15342  2.08690
Si  2.63119  3.44803  2.48657
C  3.29340  4.10405  0.86514
C  3.87781  3.79325  3.83020
C  1.03259  4.31860  2.88692
Si  0.89366  0.46745  3.97653
C  1.78904  0.62648  5.60983
C  0.45303  -1.33904  3.70268
C  -0.66704  1.47426  4.07066
H  5.92597  -0.20550  4.19840
H  4.43794  0.30252  4.99312
H  5.41135  1.47597  4.11649
H  4.67784  -2.40253  2.41721
H  3.09717  -2.07158  1.70497
H  3.28790  -2.11133  3.45824
H  6.31683  -0.13696  1.29780
H  5.55542  1.42512  0.99221
H  4.96093  -0.02151  0.16842
H  4.19989  3.58780  0.54893
H  3.52800  5.16585  0.96281
H  2.55165  3.99950  0.06987
H  4.89725  3.61695  3.48894
H  3.71640  3.20784  4.73334
H  3.79580  4.84895  4.09791
H  0.17403  3.91055  2.35619
H  1.13223  5.36968  2.60477
H  0.81033  4.28463  3.95314
H  2.47221  -0.20367  5.78457
H  1.05144  0.62532  6.41532
H  2.35770  1.55272  5.68506
H  1.12934  -2.00517  4.23785
H  0.47464  -1.61136  2.65062
H  -0.56113  -1.50796  4.07361
H  -0.47290  2.49861  4.38328
H  -1.32617  1.01926  4.81536
H  -1.20646  1.53160  3.12732
C  -1.69488  -7.37815  6.66807
C  -1.55790  -5.95821  6.13638
S  -2.25313  -5.83905  4.50750
O  -3.59358  -6.36565  4.52715
O  -1.29450  -6.35233  3.55560
C  -2.37254  -4.09006  4.20163
C  -3.01597  -3.91129  2.82977
N  -2.71552  -2.60424  2.24950
C  -1.73065  -2.38296  1.34962
N  -1.64229  -1.10971  1.00733
C  -2.61295  -0.45838  1.71895
C  -3.26514  -1.36369  2.49371
N  -4.33166  -1.11889  3.41661
O  -4.76410  0.00906  3.46323
O  -4.69303  -2.04816  4.11898
C  -0.85480  -3.45715  0.81165
H  -1.24927  -7.43036  7.66019
H  -1.17974  -8.08829  6.02418
H  -2.74098  -7.66625  6.73591
H  -0.51501  -5.65767  6.03923
H  -2.08698  -5.23711  6.75950
H  -1.35257  -3.70481  4.21005
H  -2.96549  -3.61943  4.98267
H  -4.09193  -4.05032  2.88751
H  -2.60984  -4.64663  2.13698
H  -2.78384  0.60249  1.67230
H  -1.43589  -4.22559  0.29993
H  -0.28461  -3.95047  1.60033
H  -0.16390  -3.00848  0.10012

total charge	+1
energy above the lowest of the compared OMol25 structures with the same formula, charge and spin	56.4	kJ/mol
frontier orbital gap	7.31	eV
E_HOMO	-9.5	eV

Results of the Mulliken charge analysis, in e, for atoms 1 through 4: atom 1 (Ba): 0.5687, atom 2 (S): -0.2508, atom 3 (C): 0.7216, atom 4 (C): -0.8753